{"formula": "C10H14CeN2P", "method": "wB97M-V/def2-TZVPD", "symbols": ["C", "C", "C", "C", "C", "Ce", "P", "H", "H", "H", "H", "H", "H", "H", "H", "N", "C", "C", "C", "C", "C", "N", "H", "H", "H", "H", "H", "H"], "positions_angstrom": [[0.295, 0.610, -1.902], [0.070, -0.085, -3.073], [-0.253, -1.461, -3.117], [-0.355, -2.315, -1.993], [-0.181, -1.888, -0.692], [0.000, 0.000, 0.000], [0.138, 2.292, 0.749], [0.638, 1.647, -2.052], [0.199, 0.430, -4.034], [-0.373, -1.918, -4.107], [-0.190, -2.700, 0.054], [-0.527, -3.381, -2.188], [-0.946, 2.833, 1.485], [0.276, 3.282, -0.255], [1.210, 2.655, 1.602], [0.777, -2.834, 2.224], [-0.005, -1.898, 2.938], [-0.322, -2.198, 4.274], [-0.956, -1.251, 5.068], [-1.261, -0.011, 4.530], [-0.950, 0.256, 3.197], [-0.350, -0.678, 2.395], [1.328, -2.530, 1.411], [1.009, -3.748, 2.639], [-0.046, -3.151, 4.709], [-1.192, -1.471, 6.101], [-1.748, 0.742, 5.138], [-1.238, 1.208, 2.813]], "mulliken_charge": [-0.296, -0.509, -0.170, -0.529, -0.478, 0.648, -0.251, 0.329, 0.337, 0.320, 0.468, 0.347, 0.180, 0.196, 0.187, -0.405, 0.793, -0.740, -0.233, -0.885, 0.228, -0.206, 0.215, 0.195, 0.308, 0.413, 0.405, 0.132], "spin_multiplicity": 1, "charge": 1, "max_force_ha_per_bohr": 0.1540, "lumo_energy_ev": -3.98, "gap_ev": 6.1, "e_above_lowest_kj_mol": 115.0}

=====

{"formula": "C10H14Cl32N2O2", "method": "wB97M-V/def2-TZVPD", "symbols": ["Cl", "C", "Cl", "Cl", "Cl", "Cl", "C", "Cl", "Cl", "Cl", "Cl", "C", "Cl", "Cl", "Cl", "Cl", "C", "Cl", "Cl", "Cl", "Cl", "C", "Cl", "Cl", "Cl", "Cl", "C", "Cl", "Cl", "Cl", "Cl", "C", "Cl", "Cl", "Cl", "Cl", "C", "Cl", "Cl", "Cl", "C", "O", "H", "H", "H", "H", "C", "O", "H", "H", "H", "H", "N", "H", "H", "H", "N", "H", "H", "H"], "positions_angstrom": [[-3.109, -2.006, 1.323], [-4.819, -1.781, 1.699], [-5.657, -0.344, 0.826], [-5.747, -3.194, 1.143], [-5.063, -1.413, 3.383], [3.967, 4.354, 4.507], [3.630, 3.935, 2.866], [1.880, 3.971, 2.596], [4.452, 5.102, 1.768], [4.172, 2.272, 2.352], [-0.989, 2.586, -2.962], [-2.611, 2.221, -2.594], [-3.428, 1.361, -3.971], [-2.650, 1.098, -1.212], [-3.545, 3.648, -2.111], [-1.817, 3.058, 4.698], [-2.040, 2.732, 3.003], [-1.503, 4.081, 2.048], [-1.296, 1.237, 2.542], [-3.794, 2.577, 2.737], [-2.841, -2.767, -3.916], [-2.138, -3.584, -2.506], [-3.409, -4.388, -1.660], [-0.855, -4.793, -3.166], [-1.282, -2.554, -1.497], [3.597, 2.264, -2.029], [4.944, 1.144, -1.692], [5.689, 0.677, -3.256], [6.166, 1.963, -0.631], [4.191, -0.190, -0.839], [-0.029, 5.569, -1.899], [-0.151, 7.051, -0.975], [-1.983, 7.396, -0.640], [0.652, 6.949, 0.613], [0.466, 8.330, -1.851], [0.004, -8.382, 2.383], [-1.395, -7.566, 1.799], [-2.789, -8.523, 1.715], [-1.618, -6.213, 3.038], [-1.013, -6.811, 0.277], [0.779, -2.751, 2.167], [0.368, -1.457, 1.525], [1.858, -2.713, 2.049], [0.566, -2.606, 3.246], [0.429, -3.689, 1.719], [0.931, -1.398, 0.659], [1.129, -0.445, -3.064], [0.922, -0.262, -1.672], [2.147, -0.863, -3.141], [0.493, -1.318, -3.345], [1.018, 0.503, -3.662], [1.178, 0.588, -1.359], [2.354, -3.335, -0.576], [3.207, -3.750, -1.020], [2.074, -2.689, -1.242], [1.644, -4.093, -0.486], [0.680, 2.113, -0.064], [0.272, 1.686, 0.741], [0.213, 2.844, -0.540], [1.498, 2.568, 0.155]], "mulliken_charge": [0.074, 0.185, -0.135, -0.110, -0.074, -0.077, 0.213, 0.028, -0.111, -0.060, -0.035, 0.186, -0.112, 0.028, -0.089, -0.102, 0.099, -0.003, 0.074, -0.104, -0.108, 0.109, -0.046, -0.155, 0.179, -0.059, 0.183, -0.098, -0.080, -0.032, -0.002, 0.279, -0.141, -0.076, -0.073, -0.095, 0.321, -0.072, -0.137, -0.036, -0.608, -0.257, 0.351, 0.259, 0.105, 0.166, -0.652, 0.374, 0.250, 0.143, 0.178, -0.054, -0.554, 0.251, 0.138, 0.170, -0.107, -0.129, 0.138, 0.100], "smiles": "ClC(Cl)(Cl)Cl.ClC(Cl)(Cl)Cl.ClC(Cl)(Cl)Cl.ClC(Cl)(Cl)Cl.ClC(Cl)(Cl)Cl.ClC(Cl)(Cl)Cl.ClC(Cl)(Cl)Cl.ClC(Cl)(Cl)Cl.CO.CO.N.N", "spin_multiplicity": 1, "charge": 0, "max_force_ha_per_bohr": 0.0585, "lumo_energy_ev": -0.13, "gap_ev": 9.8, "e_above_lowest_kj_mol": 0.0}

=====

{"formula": "C10H14ClI", "method": "wB97M-V/def2-TZVPD", "symbols": ["C", "C", "C", "C", "C", "C", "C", "C", "C", "C", "Cl", "I", "H", "H", "H", "H", "H", "H", "H", "H", "H", "H", "H", "H", "H", "H"], "positions_angstrom": [[0.997, 2.523, -0.261], [-1.306, -0.778, 1.255], [-2.442, -1.560, 1.179], [0.919, -0.490, 0.455], [-0.403, -0.732, 0.093], [1.832, 1.907, -0.995], [-3.596, -1.765, 2.151], [2.905, 2.046, -1.943], [-0.948, -0.785, -1.309], [2.091, -0.373, -0.284], [-0.286, -2.355, -2.052], [3.946, -0.143, 0.621], [0.290, 2.054, 0.404], [0.764, 3.522, -0.261], [-0.845, -0.305, 2.188], [-2.597, -2.027, 0.189], [0.963, -0.469, 1.460], [-4.375, -2.406, 1.823], [-3.945, -0.783, 2.548], [-3.038, -2.161, 3.129], [3.709, 1.718, -1.226], [2.951, 3.146, -2.175], [2.590, 1.366, -2.740], [-1.962, -0.846, -1.147], [-0.398, 0.100, -1.783], [2.183, -0.404, -1.317]], "mulliken_charge": [-0.975, -0.505, -0.119, -0.379, 0.723, 0.599, -1.121, -0.870, -0.616, -1.236, -0.214, 0.108, 0.212, 0.365, 0.261, 0.255, 0.367, 0.345, 0.277, 0.237, 0.172, 0.310, 0.268, 0.522, 0.263, 0.753], "spin_multiplicity": 1, "charge": 0, "max_force_ha_per_bohr": 0.0957, "lumo_energy_ev": [-0.52, 0.09], "gap_ev": [6.9, 7.3]}

=====

{"formula": "C10H14I3NOPbS", "method": "wB97M-V/def2-TZVPD", "symbols": ["Pb", "I", "C", "I", "H", "H", "I", "C", "C", "C", "C", "C", "N", "H", "H", "H", "H", "O", "S", "C", "C", "C", "C", "H", "H", "H", "H", "H", "H", "H", "H"], "positions_angstrom": [[-2.060, 10.673, 12.871], [-5.067, 11.933, 14.059], [-4.300, 10.909, 15.808], [-2.806, 9.187, 15.850], [-5.217, 10.506, 16.276], [-3.843, 11.681, 16.405], [0.114, 10.771, 10.383], [0.427, 8.960, 11.648], [1.465, 8.096, 11.211], [1.761, 6.946, 11.933], [0.999, 6.682, 13.090], [0.008, 7.564, 13.439], [-0.267, 8.736, 12.769], [2.013, 8.293, 10.302], [2.473, 6.264, 11.556], [1.147, 5.779, 13.672], [-0.621, 7.357, 14.284], [-3.627, 9.370, 11.651], [-3.339, 9.078, 10.135], [-4.523, 10.100, 9.216], [-5.553, 9.213, 8.501], [-5.452, 7.749, 9.010], [-4.177, 7.476, 9.772], [-3.926, 10.734, 8.541], [-4.951, 10.765, 9.980], [-5.327, 9.288, 7.436], [-6.537, 9.666, 8.648], [-5.492, 7.116, 8.127], [-6.335, 7.495, 9.596], [-3.455, 6.946, 9.111], [-4.278, 6.945, 10.716]], "mulliken_charge": [1.206, 0.114, -0.930, 0.126, 0.408, 0.505, 0.052, 0.552, -0.514, -0.341, -0.653, -0.164, -0.190, 0.364, 0.472, 0.397, 0.251, -0.563, 0.624, -0.571, -0.570, -0.598, -0.640, 0.429, 0.270, 0.296, 0.303, 0.301, 0.310, 0.363, 0.393], "spin_multiplicity": 1, "charge": 2, "max_force_ha_per_bohr": 0.0416, "lumo_energy_ev": -7.34, "gap_ev": 8.3}